Entry 1:
The following is a quantum chemistry calculation of a molecular structure, C16H43Fe2O15 at a distorted geometry, from OMol25.

XYZ file:
```
76
Properties=species:S:1:pos:R:3:forces:R:3:lowdin_spin:R:1
H -12.419500 -2.347960 6.084850 -0.4076 0.0331 0.2539 0.00
C -12.435660 2.714620 1.975500 -0.6031 3.6294 -1.4509 0.00
O -11.763190 2.292060 3.104290 1.1186 -0.9187 1.3289 0.02
H -16.745610 1.882590 1.167430 -0.2286 0.0838 -0.0514 0.00
H -21.480430 4.262530 2.129600 -0.4249 0.1609 -0.2056 0.00
H -16.743960 1.147290 3.637480 -0.8886 -0.1113 -0.6874 0.01
H -12.214290 6.975340 5.763190 0.3530 0.1397 0.1108 0.00
H -11.221810 4.614700 2.127270 0.1748 -0.5284 -0.0202 0.00
H -13.327680 6.028810 5.367810 -0.0634 -0.4992 -0.1048 0.00
C -17.158140 4.616500 3.803660 -3.2401 3.9516 -2.0714 0.00
H -11.203780 -2.424810 7.330510 0.0659 0.3491 0.1221 0.00
H -13.465180 2.360320 2.027070 -0.2301 0.3463 -0.2588 0.00
H -15.925190 0.642600 0.882450 0.1756 -0.5473 0.3041 0.00
H -19.399120 0.186940 7.400030 -0.4348 0.5721 0.3292 0.00
H -21.695370 -2.092820 4.053490 -0.0588 0.0395 0.0480 0.00
O -14.382610 -1.034870 4.547670 -0.7520 -0.8811 -0.1955 0.00
H -18.153020 2.954410 6.463250 -1.6741 0.3559 0.0877 0.00
H -14.402570 11.040620 3.461250 -0.1009 0.3775 0.4134 0.00
H -10.829430 -2.148420 5.621570 0.5270 0.4128 0.1594 0.00
H -19.927090 0.769440 2.413110 0.3747 0.0553 -0.2635 0.00
H -16.734220 1.661830 5.789700 -0.1384 -0.3347 0.2093 0.00
O -20.605990 4.589250 2.341350 -0.7805 0.2907 -0.2387 0.00
C -18.200810 1.997610 6.983190 -0.3802 -0.5286 0.3155 0.00
H -12.460060 -0.257700 7.401980 -0.5116 0.2077 -0.0922 0.00
C -11.501180 -1.877420 6.436080 -0.6357 -0.3215 -1.2835 0.00
H -12.839280 4.843720 2.692400 -0.1524 -0.2601 0.0759 0.00
O -16.366630 1.373930 0.450580 -0.2723 0.7924 -0.4662 0.01
H -14.593690 -0.160950 4.219110 0.3022 0.0050 0.1162 0.00
H -20.381510 -1.051040 4.578880 0.1824 -0.3827 0.2382 0.00
O -13.164680 6.867360 5.799650 -0.1450 0.3994 0.1411 0.00
H -14.275260 -0.728730 1.233230 0.2428 -0.1072 -0.2124 0.00
Fe -12.457390 2.496930 5.178340 -0.4578 -3.0725 0.0766 3.75
O -11.882130 0.451740 5.477000 -0.5350 1.1477 0.4260 0.11
H -13.443550 8.108820 4.395290 -0.0726 -0.0510 0.4212 0.00
C -15.093150 10.429330 4.042220 -0.1842 -1.2910 -1.0390 0.00
H -12.519240 4.751140 0.988940 -0.1383 -0.3035 -0.0961 0.00
C -11.678270 -0.376920 6.651850 0.7673 0.7831 -0.1372 0.01
C -17.492210 3.173410 3.540320 -5.8221 0.4016 -2.3945 0.01
O -14.949530 -0.407010 1.831640 0.0595 0.2188 -0.0929 0.00
H -15.743370 6.092390 4.348250 0.1055 0.0731 -0.3389 0.00
C -14.887530 9.004840 3.415620 -0.0395 0.6605 -0.1132 0.00
O -13.426730 2.688170 7.196730 0.6654 0.3477 -0.3259 0.03
C -20.932030 -1.397510 3.704250 0.5581 -1.4429 1.5186 0.00
H -15.610330 8.243520 3.708960 -0.0559 -0.0922 0.8949 0.00
C -15.904020 5.052940 4.102990 3.7058 -2.7022 2.1465 0.09
H -12.012430 2.390240 1.024840 0.3112 -0.5442 0.2886 0.00
H -22.435170 -0.301220 2.580540 0.0079 -0.3715 -0.0288 0.00
H -11.633100 1.346360 3.002720 0.3265 -0.5562 0.5507 0.00
H -18.684430 0.188340 5.911510 0.2180 0.3258 -0.4537 0.00
H -20.218400 -1.956800 3.099250 -0.2592 0.1160 -0.2866 0.00
O -13.729480 4.218590 4.891980 0.4179 -0.0026 -0.2373 0.03
C -19.182470 0.882060 6.588870 -0.0476 0.2218 -0.5857 0.00
H -14.863830 10.443940 5.107730 0.2630 -0.1361 -0.1263 0.00
H -12.626020 2.609080 7.715220 0.2476 -0.0460 0.5340 0.00
C -14.869720 4.052730 4.450680 -2.3423 -1.0731 -0.6289 0.01
H -20.063050 1.257220 6.067390 -0.2774 -0.1550 0.3778 0.00
O -17.993880 5.601420 3.547680 0.4285 -2.8847 0.2624 0.02
H -21.612600 0.570800 3.817680 0.1975 0.4686 -0.1375 0.00
O -18.623860 2.716620 3.025170 2.4685 2.3125 1.5325 0.37
O -14.393740 1.588810 4.311200 -1.3916 2.2237 0.2893 0.15
C -12.251850 4.306730 1.947640 -0.6821 -0.7767 -0.1189 0.00
H -10.774580 -0.039080 7.159100 0.2738 0.1886 0.0268 0.00
C -16.591410 2.215070 3.692000 3.5500 -3.4683 1.6936 0.32
H -20.097630 3.802930 2.540090 1.0349 -0.4909 0.3382 0.00
H -13.523010 -0.936200 4.957030 0.5020 0.2907 0.1108 0.00
H -16.114140 10.796600 3.938360 -0.0171 0.0230 -0.2212 0.00
H -15.000710 8.933860 2.333840 -0.2735 0.9590 -0.2302 0.00
Fe -19.812550 6.427700 2.372950 0.8587 -0.5226 0.5892 3.00
H -14.113180 2.329200 7.759010 -0.5456 -0.3409 -0.0902 0.00
C -15.281820 2.449880 4.206180 2.5760 2.4855 -0.3698 0.03
H -15.103860 -1.135390 2.433210 0.0357 -0.4101 0.4567 0.00
H -18.212910 2.138800 8.063940 -0.3012 0.4248 -0.0777 0.00
O -20.559720 0.178070 1.998800 -0.3142 0.8836 0.5679 0.00
C -21.461610 -0.197810 3.059700 -0.6366 0.7023 -1.6164 0.00
O -13.546220 8.622530 3.590830 0.3818 -0.3997 -0.0738 0.00
O -16.928370 1.533730 6.721100 3.0393 -0.9060 0.0670 0.02
```
Positions in Å, forces in eV/Å.

As for the orbital gap (spin up / spin down): 6.23 / 3.67 eV. As for the total charge: +1. For the HOMO energy (spin up / spin down), the calculation gives -11.49 / -10.83 eV. The energy above the lowest of the compared OMol25 structures with the same formula, charge and spin comes out at 1.9810 eV. As for the expectation value of S²: 20.155. The LUMO energy (spin up / spin down) is -5.2654 / -7.1625 eV. As for the spin multiplicity: 9.

Entry 2:
The following is a quantum chemistry calculation of 2 unconnected molecules or ions with the total composition C2H8N2 at a distorted geometry, from OMol25.

XYZ file:
```
12
Properties=species:S:1:pos:R:3:forces:R:3:mulliken_charge:R:1
H -2.149762 2.325799 -0.071082 0.2841 0.2986 0.0368 0.22
H -2.942065 3.948627 1.636645 0.2472 0.4027 -0.1208 0.25
N -2.253946 2.048488 0.896263 -0.4262 -0.2206 0.0570 -0.56
H -1.176407 3.540917 1.941321 -0.0242 0.4684 -0.7632 0.29
H 4.538835 -3.399364 -1.522750 1.1055 -1.6467 -0.5298 0.25
H -2.342459 2.842339 2.852595 -0.4914 -0.3658 -0.2418 0.28
H 3.197493 -4.086053 -3.191947 -0.3362 0.9993 -0.2137 0.22
C -2.196307 3.177068 1.817949 0.3459 -0.3523 0.9251 -0.70
N 3.798180 -4.045951 -1.234354 -1.5816 2.1880 0.7717 -0.48
H -3.197295 1.677701 0.926157 0.0639 -0.2306 0.1057 0.22
H 1.823048 -4.001514 -1.912593 0.3173 -1.1015 0.0832 0.23
C 2.900684 -4.028062 -2.138199 0.4957 -0.4396 -0.1104 -0.22
```
Positions in Å, forces in eV/Å.

The SMILES is C=N.CN. As for the orbital gap: 10.42 eV. For the HOMO energy, the calculation gives -9.38 eV. The energy above the lowest of the compared OMol25 structures with the same formula, charge and spin comes out at 1.9493 eV. The LUMO energy is 1.0430 eV. As for the spin multiplicity: 1.

Entry 3:
The following is a quantum chemistry calculation of 13 unconnected molecules or ions with the total composition C4H34N2O13 at a distorted geometry, from OMol25.

XYZ file:
```
53
Properties=species:S:1:pos:R:3:forces:R:3:mulliken_charge:R:1
H -1.929646 -2.421274 1.077852 0.3191 -0.2252 -0.6172 0.51
N -2.766063 1.175285 -1.679710 0.3056 -1.1320 2.7505 -0.41
H 3.127439 2.303266 1.229337 -0.3612 -0.2160 -0.2749 0.32
H 1.967869 -2.059007 -1.431161 0.9351 -0.2260 0.2121 0.32
O 1.809929 4.200247 -0.944683 5.4959 -1.5951 0.1324 -0.70
O -3.556670 -1.392789 2.326276 -1.4884 -0.1565 -0.3672 -0.64
H 1.812953 1.869997 1.850243 -0.9437 -0.5585 1.5426 0.24
C -1.227325 -0.663367 -2.228793 0.8992 -1.9930 1.3468 0.19
O 0.929718 1.445414 3.162626 -0.2783 1.3190 0.4465 -0.79
H -1.016804 3.156707 1.842494 0.2494 -0.3009 -0.7009 0.38
H 2.352560 -2.771574 1.849277 -0.7659 -0.7726 0.7880 0.37
O 1.538270 2.052972 -2.517355 -0.5440 -2.1253 -1.3890 -0.73
O -0.556256 3.166723 0.104292 1.7920 0.4556 -0.0233 -0.76
H 0.987590 4.465328 -0.782460 -5.6578 2.0474 0.7833 0.32
O -1.958239 -3.377049 0.876921 0.4119 0.4870 0.1223 -0.67
H 0.386676 0.526708 0.595266 0.4115 -0.0548 -0.4992 -0.05
H -1.978782 -2.807789 -2.269635 -1.8744 -0.4699 -0.5811 0.45
H -3.688128 1.371067 -1.337581 -0.1956 0.4483 -0.2697 0.20
H -1.364664 2.807762 -0.239387 -0.5856 -0.9127 -0.6597 0.36
H 4.101490 0.155767 -1.024400 -0.4719 -0.8140 0.4883 0.31
O 3.714326 1.022065 -0.972112 -1.3669 1.6112 0.5534 -0.71
H -2.504383 1.673107 -2.469066 0.1867 0.7458 -1.8932 0.18
N -0.089575 -0.117865 -1.354536 -0.4614 1.7197 -0.2969 0.22
H 0.215345 2.594527 -0.141213 -1.2276 0.5072 0.2436 0.25
H 0.410216 0.800547 -1.704867 -0.7387 -2.2100 0.3806 0.30
H -2.714344 -1.052020 2.642992 -0.4482 0.8696 -0.1760 0.31
H 2.087424 3.894913 -0.051934 0.0951 -0.0443 -0.8442 0.34
H -3.450142 -0.694280 -2.215731 1.0176 -0.5962 -0.1315 0.40
H -0.532329 -2.403337 -3.171740 1.1969 -1.0427 -1.8406 0.37
O 2.864462 -2.354651 -1.153209 -1.1647 0.1611 -0.8136 -0.66
O 3.094002 -2.322106 1.473352 -0.0088 0.8840 -0.7873 -0.59
H -2.751032 -3.620897 1.338594 -0.6476 -0.5416 0.3239 0.31
O -1.354865 2.479026 2.446214 0.3175 -0.1420 -0.0625 -0.59
C -1.097142 -2.255212 -2.324698 -0.2685 3.4316 0.5371 -1.66
C -2.562590 -0.296321 -1.677083 -2.1428 1.1983 1.6409 -0.45
H 0.855754 -4.863930 1.048273 0.7116 -1.2551 -2.0352 0.30
C -0.223579 -0.160784 -0.002514 -1.7544 -0.9951 0.8640 0.02
H 0.636974 0.546838 3.124558 -0.2889 -0.9166 -0.0147 0.30
H 1.534159 2.842036 -1.992780 1.0525 1.0539 0.5611 0.40
H 2.721000 -2.764211 -0.288618 0.3156 0.3400 0.0192 0.32
O -1.038525 -0.869034 0.651033 1.8739 1.1398 -1.1036 -0.68
H 2.904696 1.132347 -0.355726 2.0045 -1.1038 -1.2424 0.46
O 2.209250 2.061801 1.007870 1.4723 1.0297 -1.3606 -0.54
H -1.939630 2.967742 2.990389 -1.1053 0.5186 1.1600 0.26
H 0.089758 1.992818 3.132252 0.6890 -0.8269 -0.0925 0.42
H 3.876814 -2.514695 1.965734 0.5152 -0.3733 0.6029 0.23
O 0.572194 -4.420033 1.802845 -1.2346 1.8908 1.8006 -0.70
H 2.428826 1.660661 -2.661672 -0.6725 0.8265 0.8063 0.31
H -2.695519 -0.621796 -0.560096 0.4391 0.3699 -2.3031 -0.01
H -0.623038 -2.574193 -1.467914 1.5574 -0.6654 1.8206 0.36
H -1.052685 -0.261630 -3.213359 -0.0468 0.3673 -0.2707 0.64
H -4.282798 -0.732067 2.157812 1.9199 -0.6408 0.5579 0.29
H -0.274959 -3.973753 1.537530 0.5601 -0.5162 0.1661 0.38
```
Positions in Å, forces in eV/Å.

As for the orbital gap: 9.31 eV. For the HOMO energy, the calculation gives -9.28 eV. The energy above the lowest of the compared OMol25 structures with the same formula, charge and spin comes out at 3.2071 eV. The LUMO energy is 0.0303 eV. As for the spin multiplicity: 1.

Entry 4:
The following is a quantum chemistry calculation of a molecular structure, C25H8ClF15GeN2NiO6S, from OMol25.

XYZ file:
```
60
Properties=species:S:1:pos:R:3:forces:R:3:lowdin_spin:R:1
C 2.528493 -0.677958 3.061468 0.0339 -0.0507 0.1999 0.00
C 5.265632 -0.695233 -2.576797 -0.2239 -0.0844 0.0161 0.00
F 2.502508 -0.744431 5.422744 0.0029 -0.0015 0.0493 0.00
C 2.264003 1.612695 0.216359 0.0949 0.1372 -0.0180 0.00
O 0.315089 2.915552 2.468202 0.3262 0.0873 0.0707 0.00
O -1.392297 1.268935 2.672539 -0.0838 -0.0846 0.1195 0.05
C 4.732682 -1.417605 -3.638761 -0.1723 0.0564 0.2332 0.00
C -5.419981 -0.447801 -0.457982 0.0961 -0.0011 0.0181 0.00
C 3.004827 -1.168080 4.266949 0.0999 -0.0789 -0.2406 0.00
F 2.905220 -2.553872 -4.591904 0.0007 -0.0128 -0.0255 0.00
O -6.898556 -2.648258 -3.935069 -0.1390 0.0216 -0.0796 0.00
C 3.007767 3.780491 1.019899 -0.1150 -0.1081 -0.0983 0.00
H -7.224211 0.646595 -0.133237 -0.0567 -0.0117 -0.0174 0.00
C 3.152345 -0.877679 -1.375733 0.1019 -0.0325 -0.1171 0.00
F 3.742843 4.497939 1.866177 0.0070 0.0148 -0.0068 0.00
C 2.651658 -1.588339 -2.450166 0.0102 -0.0882 -0.1454 0.00
N -3.445192 0.437145 0.551969 -0.2540 0.0955 -0.0741 0.03
C 4.022635 -2.034104 1.855281 0.1220 -0.1294 0.0399 0.00
H -3.617001 2.210674 1.591961 -0.0497 0.0234 0.0182 0.00
C 3.021626 -1.083514 1.832885 0.0125 0.0109 0.1545 0.00
C -5.520544 1.582550 0.799813 0.1482 -0.0441 0.0131 0.00
F 2.161787 5.746178 0.039457 -0.0035 -0.0388 -0.0024 0.00
C -4.065692 -0.501566 -0.174813 -0.0928 0.0082 -0.0277 0.01
C 4.530650 -2.555981 3.037371 -0.1262 0.1196 0.0126 0.00
C 3.026598 2.395432 1.063555 0.0819 0.1327 0.0534 0.00
C 1.501349 2.283799 -0.720817 -0.0689 0.1510 -0.0858 0.00
F 4.495863 -2.605145 5.390227 -0.0073 0.0041 -0.0137 0.00
C -6.161296 0.610057 0.056439 0.0796 -0.0247 0.0220 0.00
F 6.521230 -0.258993 -2.625238 0.0237 0.0020 -0.0198 0.00
F 4.983788 0.260003 -0.458274 0.0753 -0.0471 -0.0345 0.00
H -6.584198 -3.850657 -2.289206 0.1342 0.0728 -0.0806 0.00
H -6.057204 2.423113 1.211081 -0.0228 0.0457 0.0098 0.00
C -6.127224 -1.507223 -1.253999 0.0602 0.0703 0.0068 0.00
Ni -1.475024 0.333880 0.819590 0.6264 0.1357 0.1698 1.72
F 3.829818 1.822875 1.968961 -0.0308 -0.0023 0.0459 0.00
S 0.129801 -1.029589 0.223634 -0.4111 -0.5632 -0.0983 0.11
Cl -1.012857 2.597860 2.135642 -0.0691 -0.2680 -0.2329 0.00
F 1.548147 0.230737 3.101478 0.0018 0.0542 0.0319 0.00
F 0.776507 1.580308 -1.606724 0.0047 0.0959 0.0045 0.00
O -1.151524 2.378016 0.666220 0.0325 0.0805 -0.0018 0.05
F 1.395268 -2.041246 -2.444891 0.0531 -0.0271 -0.0571 0.00
F 4.538439 -2.500814 0.708746 0.0235 -0.0120 0.0396 0.00
C 2.200934 4.419469 0.089062 0.0076 -0.2114 -0.0341 0.00
C 1.445091 3.665473 -0.797934 0.1326 -0.0596 0.1078 0.00
C -6.040785 -3.190591 -2.973042 -0.0086 -0.2042 0.0173 0.00
H -5.274803 -3.757660 -3.501053 -0.0469 0.0633 0.0461 0.00
Ge 2.190178 -0.337519 0.234735 -0.1333 0.2424 0.0029 0.02
H -7.700560 -2.365453 -3.478674 0.0221 0.0253 -0.0216 0.00
C 4.021056 -2.116592 4.251277 -0.1152 0.1064 -0.2252 0.00
C -4.157296 1.469097 1.022606 -0.1298 -0.1043 -0.0515 0.00
F 5.493196 -3.476110 3.014083 0.0107 0.0053 0.0119 0.00
O -1.933615 3.576300 2.564668 -0.3118 0.2837 0.0948 0.01
H -4.546200 -1.747617 -2.521979 -0.0012 -0.0597 -0.0072 0.00
C 3.419853 -1.865318 -3.575178 0.1122 0.1242 0.1608 0.00
H -3.449091 -1.325991 -0.514498 -0.0121 0.0031 -0.0196 0.00
F 5.473395 -1.674650 -4.709195 0.0012 -0.0004 0.0083 0.00
N -5.385541 -2.179270 -2.169584 0.1245 0.0067 0.1102 0.00
C 4.462393 -0.444447 -1.477276 0.1340 0.0460 -0.1172 0.00
O -7.304834 -1.742746 -1.062788 -0.1065 0.0096 0.0389 0.00
F 0.682839 4.266876 -1.710267 -0.0061 0.0149 0.0261 0.00
```
Positions in Å, forces in eV/Å.

As for the orbital gap (spin up / spin down): 8.48 / 8.03 eV. For the HOMO energy (spin up / spin down), the calculation gives -9.45 / -9.47 eV. As for the expectation value of S²: 2.007. The LUMO energy (spin up / spin down) is -0.9695 / -1.4409 eV. As for the spin multiplicity: 3.